{"formula": "C24H26AsFeS4", "method": "wB97M-V/def2-TZVPD", "symbols": ["C", "C", "H", "H", "C", "C", "H", "S", "C", "C", "C", "S", "As", "H", "H", "H", "H", "C", "H", "H", "H", "C", "H", "S", "H", "H", "H", "C", "H", "C", "S", "H", "C", "C", "C", "C", "Fe", "H", "H", "H", "H", "C", "C", "H", "C", "C", "H", "C", "H", "H", "C", "C", "C", "H", "C", "H"], "xyz": [[0.034, 2.150, -0.392], [-3.180, -0.703, 0.202], [3.268, -3.827, 1.330], [3.918, 0.865, 1.742], [2.031, 0.487, 2.551], [2.924, -2.155, 0.069], [3.053, 3.784, -0.899], [0.808, -3.505, 1.302], [-0.547, -1.471, -2.971], [-0.623, -0.128, -2.419], [2.077, 3.623, -0.484], [-2.295, -2.131, 0.675], [-0.613, 0.209, -0.499], [2.701, 0.498, 3.455], [1.456, -4.366, 3.504], [-1.347, 2.733, 1.106], [-5.031, -1.644, 0.613], [-2.586, 0.437, -0.221], [2.498, -2.064, 3.621], [1.417, 1.395, 2.519], [-1.440, -0.771, -6.165], [3.059, 0.315, 1.460], [2.144, -1.426, -0.305], [3.908, -1.265, 1.275], [-6.352, 0.418, 0.678], [3.534, -2.317, -0.839], [2.137, 5.294, 0.849], [-0.434, 2.979, 0.593], [-1.113, -2.689, -4.669], [-3.276, 1.616, -0.282], [0.700, -0.743, 2.695], [-1.017, 1.534, -5.409], [0.275, 4.081, 1.062], [-0.892, 0.904, -3.275], [2.536, -3.462, 0.635], [1.388, -2.170, 3.706], [-0.096, -1.562, 0.894], [2.433, -4.181, -0.218], [-0.175, -3.796, 3.318], [1.106, -2.134, 4.836], [-1.020, 1.873, -2.798], [1.574, 4.419, 0.560], [-4.665, 1.617, -0.043], [-5.186, 2.587, -0.183], [-0.894, -1.636, -4.284], [-0.975, 0.747, -4.651], [1.827, 1.838, -1.666], [-4.559, -0.682, 0.423], [-0.137, 4.516, 2.000], [2.837, 0.795, 0.457], [-1.138, -0.542, -5.132], [0.910, -3.498, 3.120], [-5.311, 0.477, 0.346], [-2.703, 2.557, -0.556], [1.370, 2.478, -0.881], [-0.318, -2.357, -2.353]], "forces_ev_per_angstrom": [[2.979, -1.052, -0.410], [-0.313, -2.396, 0.938], [0.022, -0.322, 0.503], [0.759, 1.126, 0.598], [0.636, -0.100, 0.992], [0.478, 1.808, -1.142], [0.238, 0.245, -0.187], [1.877, -2.492, 0.588], [-0.092, 1.277, 1.587], [0.167, -2.500, -0.384], [-1.165, -0.910, 0.754], [-2.037, 0.209, -0.218], [-0.745, 3.905, -2.508], [-1.495, -0.125, -0.174], [0.264, 0.291, -0.302], [-0.273, 0.030, 0.189], [-0.101, 0.282, 0.304], [2.955, 1.905, -0.123], [-0.905, -0.171, 0.033], [0.663, 0.180, -0.213], [0.362, 0.427, 0.500], [-0.059, 0.403, -2.224], [0.254, -1.032, 0.439], [-0.013, 0.393, 0.256], [0.312, 0.306, -0.541], [-0.069, -0.004, 0.446], [-0.145, -0.032, 0.452], [-0.272, 0.174, 0.744], [0.703, 1.585, 0.475], [0.915, 1.009, -0.923], [0.982, 0.091, 3.182], [-0.207, 0.166, 0.814], [1.357, 0.486, 0.888], [0.387, 1.453, 0.486], [-1.861, -1.484, -1.847], [0.251, 0.087, 1.273], [-0.217, 0.052, -1.356], [0.264, 0.268, 0.852], [1.234, 0.871, 0.261], [0.307, 0.326, -2.086], [0.199, 0.203, -0.476], [-1.784, -0.777, -0.688], [0.244, 2.229, -0.339], [0.205, -0.858, 0.270], [-0.978, -1.657, -1.081], [-0.684, -0.609, -1.073], [-0.354, 0.396, 0.583], [-1.317, -1.104, 0.061], [0.436, 0.243, -1.096], [-0.248, -0.887, 1.035], [0.375, -0.776, -0.062], [-1.649, -0.388, -0.014], [-0.320, -1.395, 0.656], [-1.162, -1.233, 0.259], [-1.199, -0.685, -0.729], [-0.163, 0.567, -0.221]], "s2": 8.79, "energy_ev": -163858.5531, "charge": 2, "lumo_energy_ev": [-5.57, -9.37], "multiplicity": 6}